A single C18H23BrN2O6 molecule. Source: OMol25; level of theory: ωB97M-V with the def2-TZVPD basis set.

Summary:
HOMO energy	-8.84	eV
HOMO-LUMO gap	9.04	eV
SMILES	CC(C)(C)OC(=O)N1C[C@@H](Oc2ccc(Br)cc2)C[C@H]1C(=O)NCC(=O)O

Last column: Löwdin charge in e.
Positions of all 50 atoms, in Å:
1 O -2.93 -0.78 -0.10  0.139
2 O 4.15 2.68 -1.54  0.042
3 O 0.99 -0.19 -2.83  0.019
4 Br 4.31 -3.67 6.20  0.652
5 O 3.53 4.14 0.17  0.112
6 O -2.31 0.80 -1.63  0.030
7 O 1.35 -3.14 0.92  -0.050
8 C -2.10 -0.25 -0.74  -0.521
9 C 3.27 3.29 -0.85  -0.403
10 C 0.98 0.63 -1.85  -0.436
11 C 3.91 -2.80 3.46  -0.139
12 C 1.89 -3.49 4.56  -0.117
13 C 3.36 -2.82 2.16  0.021
14 C 1.22 -3.52 3.31  0.014
15 C 3.26 -3.14 4.63  -0.641
16 C 1.98 -3.13 2.13  -0.279
17 N 1.60 1.74 -2.15  0.097
18 N -0.82 -0.73 -0.79  0.019
19 C 1.78 2.93 -1.28  -0.042
20 C -4.04 2.08 -0.40  -0.030
21 C -4.55 0.58 -2.50  0.000
22 C -3.34 2.70 -2.58  -0.065
23 C -3.58 1.53 -1.75  -0.589
24 C -0.61 -2.09 -0.35  -0.098
25 C 1.28 -0.67 0.19  -0.027
26 C 0.34 0.20 -0.58  -0.185
27 C 0.43 -1.97 0.74  -0.175
28 H 4.46 4.23 0.37  0.123
29 H 4.96 -2.48 3.58  0.103
30 H 1.25 -3.79 5.44  0.114
31 H 3.86 -2.61 1.27  0.101
32 H 0.19 -3.81 3.41  0.103
33 H 2.14 1.75 -3.02  0.165
34 H 1.44 3.73 -1.91  0.116
35 H 1.20 2.90 -0.33  0.131
36 H -3.15 2.12 0.35  0.126
37 H -4.75 1.33 -0.03  0.073
38 H -4.68 3.01 -0.44  0.102
39 H -4.28 0.37 -3.53  0.099
40 H -5.43 0.97 -2.66  0.018
41 H -4.75 -0.27 -1.81  0.108
42 H -2.83 2.41 -3.47  0.075
43 H -2.68 3.40 -2.02  0.101
44 H -4.31 3.17 -2.92  0.124
45 H -0.17 -2.73 -1.13  0.142
46 H -1.51 -2.68 0.00  0.152
47 H 2.17 -0.95 -0.44  0.148
48 H 1.72 -0.29 1.12  0.120
49 H -0.11 1.09 -0.12  0.149
50 H -0.08 -1.81 1.73  0.157

=====

A molecular structure, C18H23BrN6V. Source: OMol25; level of theory: ωB97M-V with the def2-TZVPD basis set.

Summary:
HOMO energy (spin up / spin down)	-11.45 / -11.61	eV
net charge	+1
HOMO-LUMO gap (spin up / spin down)	6.98 / 7.67	eV
2S+1	3

Last column: Löwdin charge in e.
Positions of all 49 atoms, in Å:
1 V -0.22 -1.60 1.43  0.627
2 N 2.84 0.35 1.68  0.078
3 C 2.26 -0.83 1.86  -0.145
4 N 1.57 -1.18 0.75  -0.008
5 C 1.85 -0.11 -0.14  -0.272
6 N 2.64 0.78 0.39  0.152
7 C -2.23 -0.33 1.42  -0.364
8 C -3.47 0.41 1.32  0.003
9 N -4.31 0.13 0.30  0.111
10 C -4.02 -0.86 -0.46  -0.164
11 C -2.86 -1.63 -0.42  -0.057
12 N -1.91 -1.20 0.42  -0.024
13 H 3.48 0.89 2.28  0.191
14 H 2.56 -1.42 2.75  0.169
15 H -3.64 1.32 1.87  0.095
16 H -4.68 -1.23 -1.23  0.113
17 H -2.61 -2.47 -1.12  0.139
18 C 3.62 0.82 -4.50  -0.044
19 C 2.52 0.24 -3.71  -0.254
20 C 1.50 -0.54 -4.28  0.022
21 C 0.57 -1.21 -3.49  -0.233
22 C -0.57 -1.95 -4.20  -0.037
23 C 0.60 -1.09 -2.09  0.005
24 C 1.47 -0.14 -1.56  -0.137
25 C 2.43 0.58 -2.36  0.028
26 N -1.25 -0.14 2.28  -0.036
27 C -0.98 1.08 3.07  -0.590
28 C -0.81 2.22 2.10  -0.037
29 C 0.28 0.91 4.04  -0.012
30 C -2.11 1.43 4.02  -0.046
31 H 4.53 0.48 -4.08  0.085
32 H 3.51 1.88 -4.62  0.092
33 H 3.74 0.48 -5.51  0.078
34 H 1.55 -0.63 -5.40  0.148
35 H -0.13 -2.70 -4.87  0.086
36 H -1.20 -1.29 -4.84  0.096
37 H -1.24 -2.44 -3.51  0.058
38 H -0.02 -1.71 -1.50  0.077
39 H 3.02 1.37 -1.91  0.126
40 H -0.11 1.96 1.27  0.094
41 H -0.39 3.05 2.65  0.086
42 H -1.77 2.53 1.66  0.088
43 H 1.16 1.37 3.53  0.072
44 H 0.43 -0.12 4.31  0.069
45 H 0.09 1.43 4.97  0.075
46 H -3.12 1.59 3.59  0.078
47 H -1.80 2.45 4.35  0.105
48 H -2.08 0.74 4.87  0.101
49 Br -0.68 -3.65 2.62  0.113

=====

7 unconnected molecules or ions with the total composition C18H23Cl19FNO3SSi. Source: OMol25; level of theory: ωB97M-V with the def2-TZVPD basis set.

Summary:
HOMO energy	-9.25	eV
HOMO-LUMO gap	9.51	eV
SMILES	CCN[Si@](CCc1ccccc1)(CC(=O)Cl)S(=O)(=O)F.ClC(Cl)Cl.ClC(Cl)Cl.ClC(Cl)Cl.ClC(Cl)Cl.ClC(Cl)Cl.ClC(Cl)Cl

Last column: Löwdin charge in e.
Positions of all 67 atoms, in Å:
1 C 2.71 -1.62 1.74  -0.087
2 C 3.80 -0.73 1.06  -0.316
3 N 3.45 0.71 1.02  -0.114
4 Si 2.05 1.05 -0.03  0.579
5 C 0.59 1.31 1.13  -0.223
6 C -0.75 1.61 0.40  -0.231
7 C -1.45 0.33 -0.11  -0.252
8 C -1.10 -0.96 0.30  -0.104
9 C -1.74 -2.11 -0.19  -0.152
10 C -2.74 -1.93 -1.15  -0.138
11 C -3.11 -0.64 -1.55  -0.073
12 C -2.47 0.49 -1.05  -0.088
13 C 1.84 -0.35 -1.29  -0.191
14 C 0.89 -0.08 -2.48  -0.769
15 O 0.64 -0.96 -3.25  -0.006
16 Cl 0.16 1.52 -2.81  0.753
17 S 2.57 2.99 -0.98  0.546
18 O 3.57 3.60 -0.16  -0.308
19 O 1.42 3.82 -1.14  -0.335
20 F 3.22 2.60 -2.41  -0.225
21 H 2.00 -1.01 2.31  0.064
22 H 3.21 -2.25 2.49  0.074
23 H 2.23 -2.32 1.04  0.065
24 H 4.68 -0.81 1.73  0.107
25 H 4.14 -1.15 0.10  0.081
26 H 4.22 1.15 0.52  0.065
27 H 0.86 2.19 1.74  0.086
28 H 0.42 0.49 1.83  0.052
29 H -0.66 2.38 -0.37  0.075
30 H -1.46 2.02 1.15  0.017
31 H -0.31 -1.09 1.05  0.071
32 H -1.40 -3.06 0.19  0.031
33 H -3.22 -2.81 -1.56  0.045
34 H -3.89 -0.50 -2.30  0.106
35 H -2.75 1.50 -1.37  0.113
36 H 2.82 -0.63 -1.71  0.079
37 H 1.45 -1.26 -0.80  0.076
38 C -1.25 -6.30 -1.69  -1.481
39 Cl -0.88 -7.13 -0.18  0.532
40 Cl -1.71 -4.61 -1.37  0.666
41 Cl 0.13 -6.40 -2.79  0.505
42 H -2.09 -6.79 -2.16  0.015
43 C 3.31 -3.64 -3.66  -1.528
44 Cl 1.75 -3.96 -2.91  0.511
45 Cl 4.52 -3.24 -2.43  0.523
46 Cl 3.84 -5.03 -4.62  0.536
47 H 3.20 -2.79 -4.32  0.015
48 C -3.67 3.44 2.94  -1.526
49 Cl -2.09 3.08 3.66  0.512
50 Cl -3.85 5.18 2.70  0.539
51 Cl -3.85 2.57 1.42  0.583
52 H -4.44 3.11 3.63  -0.005
53 C -2.91 -0.72 4.95  -1.532
54 Cl -1.91 -0.95 3.51  0.565
55 Cl -1.98 0.09 6.22  0.528
56 Cl -4.36 0.20 4.56  0.537
57 H -3.21 -1.69 5.32  0.013
58 C -1.32 0.62 -6.65  -1.561
59 Cl -1.62 0.03 -8.29  0.521
60 Cl -1.66 2.35 -6.54  0.516
61 Cl -2.28 -0.28 -5.48  0.521
62 H -0.28 0.46 -6.42  0.009
63 C 0.53 5.87 5.43  -1.548
64 Cl -0.97 5.50 6.28  0.511
65 Cl 1.80 6.29 6.58  0.525
66 Cl 1.03 4.52 4.42  0.507
67 H 0.36 6.73 4.79  0.014

=====

A molecular structure, C18H23Cl3N2O3PdS2Si. Source: OMol25; level of theory: ωB97M-V with the def2-TZVPD basis set.

Summary:
HOMO energy	-15.13	eV
net charge	+2
HOMO-LUMO gap	8.41	eV

Last column: Löwdin charge in e.
Positions of all 53 atoms, in Å:
1 Pd -0.07 -0.95 -2.39  0.452
2 C 3.48 1.67 -2.51  0.020
3 C 2.28 0.89 -2.08  -0.231
4 N 1.96 -0.24 -2.60  -0.062
5 O 2.82 -0.63 -3.57  -0.022
6 C 1.41 1.36 -0.97  -0.217
7 C 1.92 2.44 -0.08  0.033
8 N 0.29 0.75 -0.88  0.018
9 O -0.52 1.20 0.22  -0.245
10 H 3.64 1.54 -3.58  0.102
11 H 4.37 1.30 -2.00  0.119
12 H 3.36 2.73 -2.29  0.090
13 H 2.63 -1.57 -3.74  -0.024
14 H 2.90 2.16 0.30  0.120
15 H 1.25 2.65 0.75  0.078
16 H 2.05 3.36 -0.66  0.114
17 O -1.26 -1.15 0.72  -0.260
18 S -0.71 0.03 1.29  0.955
19 C -1.74 0.84 2.43  -0.313
20 C -1.75 2.23 2.55  -0.043
21 C -2.57 2.78 3.52  -0.025
22 C -3.35 1.96 4.33  -0.011
23 C -3.32 0.58 4.19  -0.022
24 C -2.51 0.00 3.23  -0.027
25 C 0.87 -0.27 1.96  -0.304
26 C 1.36 0.54 2.99  -0.037
27 C 2.63 0.28 3.46  -0.029
28 C 3.39 -0.75 2.92  -0.018
29 C 2.88 -1.55 1.90  -0.028
30 C 1.60 -1.32 1.41  -0.041
31 H -1.15 2.86 1.91  0.119
32 H -2.61 3.85 3.63  0.127
33 H -3.99 2.40 5.08  0.129
34 H -3.93 -0.05 4.82  0.128
35 H -2.48 -1.08 3.10  0.130
36 H 0.75 1.32 3.42  0.123
37 H 3.03 0.88 4.27  0.127
38 H 4.38 -0.95 3.31  0.127
39 H 3.47 -2.36 1.50  0.126
40 H 1.18 -1.94 0.63  0.117
41 C -3.26 -2.23 -1.59  -0.329
42 S -2.37 -0.94 -2.49  0.758
43 C -3.04 -1.16 -4.14  -0.360
44 H -3.18 -3.18 -2.10  0.007
45 H -4.30 -1.91 -1.54  0.064
46 H -2.83 -2.29 -0.59  0.024
47 H -4.10 -0.90 -4.09  0.063
48 H -2.92 -2.19 -4.48  0.014
49 H -2.53 -0.48 -4.81  0.044
50 Cl -0.02 -2.05 -5.76  0.350
51 Si 0.01 -2.69 -3.83  -0.760
52 Cl -1.27 -4.24 -3.59  0.373
53 Cl 1.88 -3.53 -3.47  0.357

=====

A single C18H23ClN2O5S molecule. Source: OMol25; level of theory: ωB97M-V with the def2-TZVPD basis set.

Summary:
HOMO energy	-9.69	eV
HOMO-LUMO gap	9.44	eV
SMILES	O=C(COC(=O)c1ccc(Cl)c(S(=O)(=O)N2CCCC2)c1)NC1CCCC1

Last column: Löwdin charge in e.
Positions of all 50 atoms, in Å:
1 O 5.51 -1.00 1.68  0.076
2 C 4.62 -0.26 1.32  -0.471
3 N 4.25 -0.07 0.05  0.110
4 H 3.49 0.56 -0.16  0.139
5 C 4.72 -0.89 -1.05  -0.285
6 C 5.13 0.00 -2.25  -0.126
7 H 5.10 1.04 -1.95  0.110
8 H 6.14 -0.23 -2.57  0.108
9 C 4.11 -0.29 -3.36  -0.190
10 H 4.53 -1.00 -4.08  0.108
11 H 3.84 0.62 -3.91  0.104
12 C 2.92 -0.92 -2.66  -0.194
13 H 2.30 -1.51 -3.33  0.107
14 H 2.29 -0.15 -2.20  0.104
15 C 3.58 -1.78 -1.58  -0.133
16 H 2.90 -2.07 -0.78  0.114
17 H 4.00 -2.68 -2.02  0.118
18 H 5.55 -1.47 -0.65  0.145
19 C 3.84 0.59 2.34  -0.053
20 H 3.59 -0.07 3.19  0.140
21 H 4.46 1.41 2.69  0.142
22 O 2.66 1.18 1.81  -0.014
23 C 1.61 0.36 1.62  -0.451
24 O 1.62 -0.81 1.90  0.137
25 C 0.45 1.06 1.01  -0.107
26 C -0.67 0.30 0.69  0.022
27 C -1.77 0.90 0.11  -0.247
28 C -1.75 2.26 -0.16  -0.632
29 C -0.64 3.03 0.16  -0.067
30 C 0.46 2.43 0.74  0.005
31 H 1.33 3.01 1.00  0.123
32 H -0.64 4.09 -0.05  0.112
33 Cl -3.13 2.96 -0.88  0.792
34 S -3.25 -0.04 -0.32  0.646
35 O -3.36 -0.03 -1.75  -0.291
36 O -4.33 0.50 0.46  -0.300
37 N -2.83 -1.56 0.21  -0.247
38 C -2.96 -2.65 -0.75  -0.192
39 H -2.08 -3.29 -0.67  0.128
40 C -4.22 -3.39 -0.32  -0.157
41 H -5.10 -2.84 -0.65  0.119
42 H -4.27 -4.41 -0.70  0.111
43 C -4.11 -3.34 1.21  -0.155
44 H -3.48 -4.16 1.56  0.110
45 H -5.07 -3.40 1.70  0.110
46 C -3.41 -1.99 1.48  -0.182
47 H -2.62 -2.09 2.22  0.119
48 H -4.11 -1.22 1.81  0.106
49 H -3.01 -2.23 -1.75  0.107
50 H -0.67 -0.76 0.89  0.121

=====

A molecular structure, C18H23CsN15O2S. Source: OMol25; level of theory: ωB97M-V with the def2-TZVPD basis set.

Summary:
HOMO energy	-4.78	eV
net charge	-1
HOMO-LUMO gap	6.12	eV

Last column: Löwdin charge in e.
Positions of all 60 atoms, in Å:
1 Cs 0.65 1.89 -2.00  1.046
2 N 4.34 3.79 -2.22  0.093
3 C 4.76 2.49 -1.84  -0.534
4 N 5.97 2.21 -1.37  -0.004
5 N 5.92 0.89 -1.13  -0.142
6 N 4.73 0.43 -1.42  -0.143
7 N 3.97 1.42 -1.89  -0.041
8 C 3.06 4.17 -1.85  -0.604
9 N 2.18 4.73 -2.68  -0.025
10 N 1.11 5.00 -1.90  -0.183
11 N 1.35 4.60 -0.68  -0.203
12 N 2.58 4.06 -0.60  -0.027
13 H 4.50 3.99 -3.20  0.112
14 N -7.22 -2.64 0.50  0.080
15 C -6.05 -2.02 0.07  -0.332
16 C -5.28 -1.28 0.96  -0.042
17 C -4.10 -0.69 0.55  -0.060
18 C -3.67 -0.84 -0.77  -0.290
19 C -4.43 -1.57 -1.66  -0.066
20 C -5.62 -2.15 -1.25  -0.035
21 S -2.16 -0.07 -1.28  0.489
22 O -2.05 1.17 -0.53  -0.426
23 O -2.23 0.08 -2.72  -0.362
24 N -0.92 -0.94 -0.81  -0.116
25 C -0.75 -2.22 -1.19  -0.457
26 N -1.66 -2.86 -1.96  0.121
27 C -1.40 -4.11 -2.29  -0.154
28 C -0.26 -4.79 -1.88  -0.090
29 C 0.60 -4.06 -1.07  -0.164
30 N 0.38 -2.81 -0.71  0.107
31 H -7.66 -2.22 1.30  0.079
32 H -7.89 -2.85 -0.23  0.079
33 H -5.62 -1.17 1.99  0.103
34 H -3.50 -0.09 1.22  0.108
35 H -4.08 -1.67 -2.68  0.107
36 H -6.22 -2.73 -1.95  0.105
37 H -2.15 -4.61 -2.90  0.102
38 H -0.07 -5.81 -2.16  0.083
39 H 1.51 -4.51 -0.68  0.099
40 C 3.35 0.75 2.11  -0.043
41 C 2.64 0.83 0.75  -0.186
42 N 1.19 0.85 0.93  -0.203
43 C 0.77 2.04 1.64  -0.152
44 C 1.50 2.12 3.01  -0.051
45 N 2.28 0.84 3.17  -0.100
46 C 1.36 -0.34 3.07  -0.059
47 C 0.75 -0.34 1.64  -0.155
48 H 4.03 1.59 2.27  0.135
49 H 3.88 -0.18 2.28  0.131
50 H 2.92 -0.02 0.13  0.105
51 H 2.95 1.73 0.22  0.067
52 H -0.31 2.01 1.77  0.128
53 H 1.02 2.93 1.06  0.076
54 H 0.83 2.20 3.86  0.125
55 H 2.23 2.94 3.04  0.133
56 H 2.72 0.84 4.08  0.175
57 H 0.62 -0.23 3.86  0.124
58 H 1.96 -1.22 3.27  0.126
59 H -0.34 -0.33 1.68  0.112
60 H 1.04 -1.22 1.08  0.098